1.
{
  "formula": "C30H48Cl2HgN3O7Si",
  "method": "ωB97M-V/def2-TZVPD",
  "symbols": ["C", "C", "H", "H", "H", "C", "C", "H", "H", "H", "H", "Hg", "Cl", "C", "O", "N", "C", "C", "H", "H", "H", "H", "H", "H", "H", "H", "H", "C", "C", "N", "H", "C", "O", "H", "H", "H", "H", "H", "H", "C", "C", "N", "H", "C", "O", "H", "H", "H", "H", "O", "C", "C", "C", "H", "C", "H", "C", "H", "C", "C", "H", "H", "H", "Si", "Cl", "C", "C", "C", "H", "H", "H", "H", "H", "H", "H", "H", "H", "O", "C", "C", "C", "C", "C", "C", "C", "O", "O", "H", "H", "H", "H", "H"],
  "positions_angstrom": [[-2.46, 5.05, -1.00], [-1.89, 3.89, -0.22], [-2.53, 5.97, -0.38], [-3.51, 4.76, -1.16], [-1.93, 5.20, -1.97], [-2.17, 3.87, 1.10], [-3.14, 4.77, 1.84], [-1.69, 3.19, 1.79], [-4.19, 4.60, 1.52], [-2.95, 5.85, 1.71], [-3.10, 4.55, 2.91], [-6.03, 3.80, -1.96], [-7.43, 3.85, -0.16], [1.37, -0.64, 1.76], [0.48, -0.84, 2.58], [2.69, -0.47, 2.08], [3.17, -0.56, 3.46], [3.59, 0.17, 1.13], [1.21, -0.60, 0.65], [2.48, -1.16, 4.07], [3.32, 0.44, 3.90], [4.16, -1.05, 3.43], [3.20, -0.02, 0.12], [4.60, -0.28, 1.22], [3.65, 1.26, 1.29], [2.31, -5.00, -1.00], [3.42, -5.23, -2.74], [1.35, -4.67, -1.38], [2.63, -5.05, -3.48], [1.50, -4.41, -2.80], [1.12, -3.74, -0.87], [0.38, -4.01, -3.49], [-0.68, -3.71, -2.94], [2.98, -4.36, -4.26], [0.54, -4.00, -4.58], [0.58, -5.40, -1.12], [2.33, -6.01, -3.93], [-4.61, 2.38, 2.57], [-1.46, 1.49, 3.97], [-4.26, 1.42, 2.97], [-1.94, 0.68, 3.42], [-2.94, 1.15, 2.45], [-4.93, 0.63, 2.62], [-2.85, 1.00, 1.09], [-3.78, 1.17, 0.31], [-1.15, 0.08, 2.95], [-1.87, 0.71, 0.69], [-4.23, 1.45, 4.06], [-2.38, 0.04, 4.19], [-1.40, 1.80, -1.69], [-0.83, 2.99, -0.98], [0.21, 2.23, 1.23], [0.37, 2.77, -0.05], [-0.67, 1.64, 1.50], [1.09, 2.52, 2.29], [-0.37, 3.61, -1.78], [1.63, 3.34, -0.32], [0.90, 2.18, 3.33], [2.29, 3.20, 2.03], [2.56, 3.56, 0.70], [1.87, 3.55, -1.36], [2.98, 3.50, 2.84], [3.53, 3.99, 0.44], [-2.19, 0.51, -2.42], [-4.41, 3.63, -3.56], [-1.73, -0.90, -1.30], [-1.15, 0.64, -4.00], [-3.98, -0.27, -3.17], [-1.10, -0.46, -0.51], [-1.22, -1.60, -1.96], [-2.57, -1.40, -0.84], [-4.81, 0.01, -2.48], [-4.00, -1.40, -3.21], [-4.27, 0.04, -4.21], [-0.47, 1.50, -3.88], [-1.74, 0.90, -4.89], [-0.53, -0.27, -4.06], [2.00, 1.34, -2.89], [2.97, 0.57, -3.14], [3.84, 0.80, -4.26], [5.11, 0.26, -4.21], [5.51, -0.66, -3.20], [4.52, -1.11, -2.34], [3.24, -0.59, -2.36], [2.26, -1.23, -1.48], [2.56, -2.25, -0.88], [1.04, -0.66, -1.35], [1.15, 0.25, -1.74], [3.47, 1.52, -4.98], [5.85, 0.54, -4.97], [6.55, -1.05, -3.08], [4.65, -1.86, -1.56]],
  "charge": -1
}

=====

2.
{
  "formula": "C30H48F15NO11",
  "method": "ωB97M-V/def2-TZVPD",
  "symbols": ["C", "C", "C", "N", "C", "C", "C", "C", "C", "C", "H", "H", "H", "H", "H", "H", "H", "H", "H", "H", "H", "H", "H", "H", "H", "H", "H", "H", "H", "H", "C", "O", "H", "H", "H", "C", "C", "O", "C", "O", "C", "F", "F", "F", "H", "H", "H", "H", "H", "C", "C", "O", "C", "O", "C", "F", "F", "F", "H", "H", "H", "H", "H", "C", "C", "O", "C", "O", "C", "F", "F", "F", "H", "H", "H", "H", "H", "C", "C", "O", "C", "O", "C", "F", "F", "F", "H", "H", "H", "H", "H", "C", "C", "O", "C", "O", "C", "F", "F", "F", "H", "H", "H", "H", "H"],
  "positions_angstrom": [[1.97, -2.19, 2.60], [1.47, -0.74, 2.56], [2.16, 0.22, 1.47], [1.64, 1.65, 1.46], [2.22, 2.38, 2.69], [2.14, 3.89, 2.49], [2.77, 4.34, 1.05], [1.99, 3.68, -0.07], [2.17, 2.19, 0.14], [0.13, 1.64, 1.55], [2.99, -2.23, 2.96], [2.20, -2.49, 1.51], [1.38, -2.94, 3.34], [1.77, -0.24, 3.51], [0.44, -0.85, 2.04], [2.13, -0.20, 0.49], [3.30, 0.14, 1.53], [3.14, 2.01, 2.74], [1.72, 2.00, 3.73], [2.64, 4.51, 3.24], [1.17, 4.36, 2.45], [3.89, 4.17, 1.13], [2.66, 5.32, 1.02], [2.27, 3.94, -1.10], [0.87, 3.87, -0.16], [3.07, 1.79, -0.28], [1.57, 1.70, -0.80], [-0.16, 1.35, 2.58], [-0.34, 0.98, 0.84], [-0.26, 2.74, 1.25], [-0.76, 0.05, -1.71], [-0.56, 1.34, -1.46], [-0.99, -0.17, -2.53], [-1.76, -0.19, -1.10], [0.44, -0.32, -1.33], [-3.91, 1.71, 0.47], [-3.76, 3.11, 0.98], [-3.07, 3.05, 2.23], [-2.78, 4.26, 2.78], [-3.23, 5.31, 2.45], [-1.80, 4.16, 4.08], [-1.46, 2.82, 4.14], [-0.70, 4.87, 3.98], [-2.55, 4.53, 5.03], [-4.18, 0.87, 0.95], [-2.86, 1.46, 0.06], [-4.52, 1.54, -0.33], [-4.59, 3.39, 1.48], [-3.39, 3.72, 0.10], [0.50, -3.70, -3.23], [0.62, -3.74, -1.67], [1.85, -4.51, -1.46], [2.02, -5.08, -0.19], [1.34, -5.05, 0.69], [3.26, -6.01, -0.27], [3.19, -6.93, -1.30], [4.44, -5.22, -0.39], [3.41, -6.73, 0.88], [-0.36, -3.27, -3.53], [0.57, -4.76, -3.60], [1.38, -3.18, -3.61], [-0.03, -4.00, -0.97], [1.10, -2.86, -1.11], [1.02, 2.27, -5.03], [2.13, 2.14, -4.16], [2.99, 3.23, -4.05], [4.01, 3.11, -3.30], [4.23, 2.33, -2.42], [5.02, 4.21, -3.41], [4.97, 5.03, -4.49], [4.99, 5.14, -2.35], [6.32, 3.80, -3.42], [1.52, 2.61, -5.84], [0.35, 3.05, -4.70], [0.27, 1.28, -5.27], [2.80, 1.47, -4.75], [1.80, 2.04, -3.10], [-4.14, -2.06, -1.87], [-4.00, -1.68, -3.33], [-3.67, -2.89, -4.04], [-3.85, -2.97, -5.37], [-4.32, -2.06, -6.09], [-3.38, -4.36, -5.87], [-4.12, -4.73, -7.07], [-2.15, -4.15, -6.24], [-3.51, -5.33, -5.02], [-3.33, -2.97, -1.74], [-4.96, -2.57, -1.63], [-3.96, -1.26, -1.11], [-3.07, -0.98, -3.39], [-4.90, -1.22, -3.71], [0.21, -2.29, 6.36], [-1.29, -2.04, 5.76], [-1.34, -2.07, 4.34], [-2.52, -2.07, 3.79], [-3.57, -2.15, 4.29], [-2.58, -2.16, 2.18], [-1.82, -3.22, 1.89], [-3.92, -2.29, 1.87], [-2.13, -1.00, 1.57], [0.15, -2.53, 7.51], [0.75, -1.18, 6.40], [0.70, -3.14, 5.84], [-1.63, -0.97, 6.25], [-2.03, -2.81, 6.23]],
  "charge": 0
}

=====

Number 1: HOMO-LUMO gap 0.201 Eh, electronic energy -87791.124 eV. Number 2: HOMO-LUMO gap 0.233 Eh, electronic energy -96648.763 eV.